A 4-piece molecular cluster, C4H12N2O2 overall in a non-equilibrium geometry, computed with ωB97M-V/def2-TZVPD.

```
! wB97M-V def2-TZVPD RIJCOSX def2/J DEFGRID3
* xyz -1 2
C -0.116 -0.044 1.393
N 1.029 0.083 1.833
C -1.407 -0.646 0.747
O -2.509 -0.025 1.013
C -0.360 0.045 -0.137
C -0.679 1.469 -0.504
N 0.383 -0.713 -1.056
H 2.990 -1.220 0.610
H 2.817 -1.936 0.626
H -1.494 -1.763 0.682
H -3.427 -1.159 -1.236
H -3.920 -0.695 -0.914
H 0.211 2.077 -0.365
H -1.062 1.486 -1.529
H -1.494 1.811 0.137
H 0.456 -1.694 -0.855
H 1.241 -0.201 -1.272
H 1.644 0.675 1.159
H 3.268 1.451 -0.067
O 2.428 0.998 -0.266
*
```

Values from the calculation:
Relative energy (zero: lowest compared OMol25 entry of this formula, charge and spin)   535.8 kJ/mol
E   -419.40385 Eh
Lowest unoccupied orbital energy (spin up / spin down)   4.205 / 2.645 eV

Results of the Mulliken charge analysis, in e, for atoms 1 through 6: atom 1 (C): -0.0253, atom 2 (N): -0.5637, atom 3 (C): -0.1831, atom 4 (O): -0.7295, atom 5 (C): 0.8608, atom 6 (C): -1.2696

InN4O12 as an isolated structure in a non-equilibrium geometry, computed with ωB97M-V/def2-TZVPD.

```
! wB97M-V def2-TZVPD RIJCOSX def2/J DEFGRID3
* xyz -1 1
In -20.544 19.851 8.186
N -24.725 17.668 5.344
O -24.288 18.360 6.277
O -25.830 17.873 4.933
O -24.034 16.799 4.890
N -16.969 15.864 6.123
O -15.800 15.861 6.353
O -17.646 16.827 6.537
O -17.504 14.886 5.693
N -18.504 23.541 11.843
O -18.262 24.568 11.203
O -19.153 22.646 11.306
O -18.099 23.352 12.986
N -20.529 18.758 2.715
O -20.837 19.408 1.797
O -20.417 17.540 2.696
O -20.354 19.431 3.734
*
```

Values from the calculation:
E   -1311.31128 Eh
Lowest unoccupied orbital energy   -4.549 eV

Results of the Mulliken charge analysis, in e, for atoms 1 through 6: atom 1 (In): 0.9884, atom 2 (N): 1.1300, atom 3 (O): -0.5580, atom 4 (O): -0.5360, atom 5 (O): -0.5185, atom 6 (N): 1.1173

An isolated ion of composition C5H13N2O and charge +1 in a non-equilibrium geometry, computed with ωB97M-V/def2-TZVPD.

```
! wB97M-V def2-TZVPD RIJCOSX def2/J DEFGRID3
* xyz 1 1
C -1.962 0.926 -1.887
C -1.070 0.125 -1.323
N -0.173 -0.695 -2.100
C -0.783 0.100 0.167
C 0.664 0.306 0.560
N 1.420 -1.003 0.261
C 0.825 0.770 2.025
O 0.688 -0.259 2.951
H -1.860 0.908 -2.960
H -2.667 1.509 -1.323
H 0.133 -0.399 -3.014
H -0.526 -1.645 -2.132
H -1.379 0.998 0.471
H -1.382 -0.600 0.774
H 1.099 1.050 -0.130
H 1.829 -1.387 1.118
H 2.104 -0.704 -0.427
H 0.819 -1.736 -0.106
H 0.204 1.624 2.318
H 1.870 1.099 2.120
H 0.148 -0.988 2.640
*
```

Values from the calculation:
SMILES string   C=C(N)C[C@H]([NH3+])CO
Relative energy (zero: lowest compared OMol25 entry of this formula, charge and spin)   243.2 kJ/mol
E   -382.76900 Eh
Lowest unoccupied orbital energy   -3.409 eV

Results of the Mulliken charge analysis, in e, for atoms 1 through 6: atom 1 (C): -0.9185, atom 2 (C): 0.4493, atom 3 (N): -0.5026, atom 4 (C): -0.8852, atom 5 (C): -0.2349, atom 6 (N): -0.2048

A 2-piece molecular cluster, C2H5PS overall in a non-equilibrium geometry, computed with ωB97M-V/def2-TZVPD.

```
! wB97M-V def2-TZVPD RIJCOSX def2/J DEFGRID3
* xyz 0 1
C 1.600 0.126 -0.213
C 0.131 0.222 -0.040
P -0.803 -1.085 -0.781
S 1.009 -0.028 1.449
H 1.885 -0.888 -0.679
H 2.241 1.097 -0.345
H -0.642 1.571 -0.173
H -1.153 -0.288 -1.940
H -1.847 -0.747 -0.092
*
```

Values from the calculation:
Relative energy (zero: lowest compared OMol25 entry of this formula, charge and spin)   230.9 kJ/mol
E   -818.60992 Eh
Lowest unoccupied orbital energy   0.563 eV

Results of the Mulliken charge analysis, in e, for atoms 1 through 6: atom 1 (C): -0.6444, atom 2 (C): 0.0092, atom 3 (P): -0.1124, atom 4 (S): -0.1231, atom 5 (H): 0.2796, atom 6 (H): 0.2561

A 16-piece molecular cluster, C4H30BO23 overall in a non-equilibrium geometry, computed with ωB97M-V/def2-TZVPD.

```
! wB97M-V def2-TZVPD RIJCOSX def2/J DEFGRID3
* xyz 0 2
O -12.683 25.123 15.739
C -13.153 24.374 16.662
O -12.554 23.508 17.460
B -13.565 22.617 18.117
O -14.841 23.016 17.493
C -14.660 23.975 16.632
O -15.534 24.529 15.963
O -13.657 22.760 19.606
C -13.682 21.470 20.109
O -13.810 21.090 21.288
C -13.476 20.481 18.921
O -13.410 21.140 17.823
O -13.465 19.259 19.021
O -12.089 27.733 13.945
H -12.416 26.844 14.084
H -12.193 27.883 13.006
O -14.195 15.803 19.120
H -13.309 15.552 19.383
H -14.128 16.734 18.910
O -11.165 24.160 13.238
H -12.009 23.727 13.107
H -11.145 24.369 14.171
O -11.195 17.596 18.647
H -11.702 18.227 19.159
H -11.316 16.764 19.104
O -14.441 22.464 23.519
H -14.836 22.170 22.698
H -13.594 22.828 23.262
O -16.300 27.260 15.092
H -16.742 26.458 14.810
H -16.144 27.131 16.027
O -12.451 18.172 23.085
H -11.510 18.075 22.938
H -12.612 19.111 22.993
O -10.521 21.901 19.245
H -11.239 22.361 18.810
H -9.850 21.810 18.568
O -12.432 20.736 23.750
H -11.892 21.219 23.124
H -13.175 21.314 23.922
O -12.378 17.939 15.681
H -11.565 18.416 15.514
H -12.714 18.313 16.495
O -15.552 17.725 20.986
H -16.473 17.932 20.832
H -15.088 18.132 20.254
O -12.516 20.519 14.786
H -12.456 20.811 15.696
H -12.819 19.613 14.844
O -14.807 25.950 20.381
H -14.599 26.764 19.921
H -14.620 25.260 19.744
O -15.251 19.334 23.535
H -14.391 19.260 23.950
H -15.109 19.038 22.636
O -18.049 22.579 16.528
H -17.613 21.993 15.909
H -17.334 22.990 17.014
*
```

Values from the calculation:
Relative energy (zero: lowest compared OMol25 entry of this formula, charge and spin)   167.2 kJ/mol
E   -1925.79064 Eh
Lowest unoccupied orbital energy (spin up / spin down)   -4.167 / -8.380 eV

Results of the Mulliken charge analysis, in e, for atoms 1 through 6: atom 1 (O): -0.4401, atom 2 (C): 0.1109, atom 3 (O): -0.6389, atom 4 (B): 1.5515, atom 5 (O): -0.4657, atom 6 (C): 0.7878

One molecule with the formula C3H5N3 in a non-equilibrium geometry, computed with ωB97M-V/def2-TZVPD.

```
! wB97M-V def2-TZVPD RIJCOSX def2/J DEFGRID3
* xyz 0 1
N 1.463 -0.535 1.017
C 0.339 -0.321 0.172
C 0.166 0.835 -0.564
C -1.254 0.919 -0.727
N -1.849 -0.172 -0.277
N -0.859 -0.954 0.210
H 1.634 0.390 1.417
H 2.337 -0.845 0.595
H 0.996 0.731 -1.268
H -1.886 1.777 -0.958
H -1.072 -1.926 0.378
*
```

Values from the calculation:
SMILES string   Nc1ccn[nH]1
Relative energy (zero: lowest compared OMol25 entry of this formula, charge and spin)   231.7 kJ/mol
E   -281.50179 Eh
Lowest unoccupied orbital energy   0.889 eV

Results of the Mulliken charge analysis, in e, for atoms 1 through 6: atom 1 (N): -0.6454, atom 2 (C): 0.2498, atom 3 (C): -0.4582, atom 4 (C): -0.1800, atom 5 (N): -0.6610, atom 6 (N): 0.2622

C29H38GaN2OP2Si as an isolated structure in a non-equilibrium geometry, computed with ωB97M-V/def2-TZVPD.

```
! wB97M-V def2-TZVPD RIJCOSX def2/J DEFGRID3
* xyz 1 1
C 4.069 0.508 -2.248
C 2.817 0.848 -1.740
C 1.637 0.442 -2.430
C 1.785 -0.137 -3.699
C 3.042 -0.551 -4.146
C 4.188 -0.239 -3.416
C 0.608 -0.270 -4.620
C -0.567 0.549 -4.179
C -0.604 1.107 -2.892
C -1.565 2.126 -2.621
C -2.540 2.424 -3.572
C -2.599 1.722 -4.779
C -1.605 0.789 -5.076
H 4.957 0.857 -1.710
H 3.099 -1.083 -5.095
H 5.172 -0.554 -3.764
H 0.923 0.110 -5.613
H -3.271 3.207 -3.351
H -3.403 1.921 -5.485
H -1.598 0.267 -6.033
N 0.330 0.649 -1.926
Ga -0.220 0.206 -0.057
C 2.735 1.699 -0.494
H 2.226 2.659 -0.663
H 3.744 1.909 -0.116
C -1.495 2.941 -1.351
H -0.525 3.448 -1.247
H -2.299 3.685 -1.362
P 1.853 0.774 0.810
P -1.795 1.919 0.137
C -3.554 1.532 -0.103
H -3.877 0.770 0.619
H -4.137 2.456 0.052
H -3.736 1.171 -1.124
C -1.682 3.004 1.584
H -2.475 3.767 1.532
H -1.818 2.411 2.500
H -0.703 3.501 1.622
C 2.957 -0.665 0.995
H 3.953 -0.327 1.317
H 2.551 -1.360 1.741
H 3.070 -1.187 0.033
C 1.934 1.697 2.369
H 1.435 1.119 3.161
H 2.983 1.861 2.660
H 1.430 2.668 2.269
C -2.005 -1.055 -0.751
O -2.878 -1.607 -1.258
H 0.346 -1.300 -4.805
C 0.385 -3.378 -0.318
Si -0.145 -3.001 1.438
C -1.778 -3.819 1.818
C 1.125 -3.793 2.561
N -0.278 -1.266 1.705
C -0.648 -0.828 2.969
C -1.880 -0.155 3.188
C -2.188 0.393 4.434
C -1.308 0.218 5.513
C -0.118 -0.495 5.335
C 0.212 -1.014 4.090
H 0.501 -4.472 -0.375
H 1.356 -2.934 -0.579
H -0.361 -3.084 -1.069
H -1.673 -4.910 1.730
H -2.093 -3.601 2.848
H -2.571 -3.499 1.129
H 2.138 -3.394 2.428
H 0.849 -3.707 3.620
H 1.159 -4.867 2.318
H -2.591 -0.117 2.357
H -3.126 0.937 4.569
H -1.556 0.640 6.492
H 0.562 -0.657 6.180
H 1.134 -1.583 3.945
*
```

Values from the calculation:
E   -4209.49410 Eh
Lowest unoccupied orbital energy   -2.848 eV

Results of the Mulliken charge analysis, in e, for atoms 1 through 6: atom 1 (C): -0.7247, atom 2 (C): 0.4018, atom 3 (C): 0.7944, atom 4 (C): 0.4332, atom 5 (C): -0.8055, atom 6 (C): -1.0155

One molecule with the formula C2H6ClNO2 in a non-equilibrium geometry, computed with ωB97M-V/def2-TZVPD.

```
! wB97M-V def2-TZVPD RIJCOSX def2/J DEFGRID3
* xyz 0 1
N 0.697 1.525 0.109
C 0.876 0.127 0.331
O 0.744 -0.234 1.637
Cl 2.503 -0.635 -0.139
C -0.307 -0.890 -0.610
O -1.241 -1.416 0.249
H 1.252 2.102 0.735
H 1.057 1.743 -0.893
H -0.112 -0.671 1.592
H -0.702 -0.301 -1.389
H 0.197 -1.624 -1.117
H -1.715 -0.734 0.640
*
```

Values from the calculation:
SMILES string   N[C@](O)(Cl)CO
Relative energy (zero: lowest compared OMol25 entry of this formula, charge and spin)   66.8 kJ/mol
E   -745.18897 Eh
Lowest unoccupied orbital energy   0.691 eV

Results of the Mulliken charge analysis, in e, for atoms 1 through 6: atom 1 (N): -0.5568, atom 2 (C): 0.4345, atom 3 (O): -0.5418, atom 4 (Cl): -0.2584, atom 5 (C): -0.5051, atom 6 (O): -0.5953

Among the records above, which one has the highest E? C3H5N3